No. 1
Computed, not measured: C42H42BrCuIN5O2Sb2 as an isolated structure, with wB97M-V/def2-TZVPD.

```
96
Properties=species:S:1:pos:R:3:lowdin_charge:R:1
Cu 1.076 -0.274 0.691 0.40
C -0.507 0.854 3.236 -0.05
C -0.989 -0.491 2.791 -0.36
C -2.031 -1.119 3.466 -0.04
C -2.495 -2.333 3.010 -0.04
C -1.886 -2.918 1.907 -0.02
C -0.827 -2.268 1.307 -0.18
N -0.403 -1.064 1.734 0.05
Sb 2.851 -3.009 -0.733 1.46
C 3.561 -0.964 -0.636 -0.46
C 4.851 -0.763 -1.104 -0.13
C 5.396 0.512 -1.101 -0.04
C 4.626 1.561 -0.639 -0.01
C 3.336 1.313 -0.182 -0.30
C 2.479 2.428 0.337 -0.03
N 2.822 0.073 -0.174 0.01
C -0.368 -1.717 -2.080 -0.27
C 0.385 -2.109 -3.178 -0.02
C 0.807 -1.125 -4.055 -0.03
C 0.461 0.187 -3.798 -0.01
C -0.309 0.483 -2.676 -0.30
C -0.752 1.887 -2.403 -0.04
N -0.709 -0.467 -1.821 0.18
H -0.119 0.805 4.255 0.10
H 0.279 1.227 2.580 0.04
H -1.332 1.570 3.238 0.03
H -2.477 -0.634 4.323 0.13
H -3.319 -2.831 3.504 0.13
H -2.238 -3.869 1.529 0.11
H 5.432 -1.601 -1.472 0.09
H 6.402 0.683 -1.460 0.12
H 5.008 2.572 -0.627 0.12
H 2.710 3.364 -0.170 0.08
H 1.419 2.204 0.200 0.03
H 2.655 2.580 1.404 0.10
H 0.596 -3.156 -3.353 0.12
H 1.393 -1.383 -4.928 0.12
H 0.766 0.984 -4.463 0.12
H -1.464 2.212 -3.165 0.10
H -1.234 1.943 -1.432 0.01
H 0.089 2.583 -2.429 0.08
Br -4.097 6.008 0.680 0.73
C -2.440 6.219 -0.196 -0.74
C -2.271 7.332 -1.010 -0.13
C -1.077 7.528 -1.683 -0.07
C -0.045 6.611 -1.547 -0.08
C -0.212 5.501 -0.737 -0.16
C -1.407 5.299 -0.056 -0.73
I -1.584 3.600 1.138 1.00
H -3.081 8.040 -1.110 0.10
H -0.957 8.399 -2.313 0.11
H 0.890 6.759 -2.070 0.11
H 0.591 4.785 -0.622 0.07
O 1.171 -2.335 0.065 -0.51
C -0.085 -2.931 0.116 -0.48
N -0.023 -4.364 0.236 0.13
C -0.873 -5.054 -0.748 -0.25
C -1.315 -3.899 -1.652 -0.38
O -1.962 -3.970 -2.665 0.12
N -0.772 -2.733 -1.156 0.12
C -0.053 -6.049 -1.583 -0.14
C 1.193 -6.475 -1.137 -0.07
C 1.917 -7.414 -1.860 -0.08
C 1.402 -7.934 -3.037 -0.08
C 0.154 -7.519 -3.479 -0.06
C -0.576 -6.589 -2.755 -0.01
C -2.035 -5.783 -0.076 -0.16
C -1.753 -6.632 0.993 -0.04
C -2.772 -7.301 1.651 -0.06
C -4.088 -7.141 1.238 -0.07
C -4.371 -6.317 0.161 -0.06
C -3.351 -5.641 -0.499 -0.02
H -0.174 -4.678 1.184 0.12
H 1.604 -6.075 -0.219 0.08
H 2.883 -7.742 -1.498 0.11
H 1.965 -8.665 -3.602 0.11
H -0.260 -7.925 -4.393 0.11
H -1.550 -6.278 -3.105 0.12
H -0.728 -6.801 1.306 0.12
H -2.536 -7.958 2.478 0.11
H -4.886 -7.666 1.747 0.11
H -5.393 -6.194 -0.175 0.11
H -3.587 -5.002 -1.339 0.11
C -3.785 -1.926 -0.745 -0.30
Sb -3.232 -0.175 0.370 1.32
C -5.007 -0.221 1.594 -0.33
C -4.050 1.196 -1.070 -0.34
H -4.764 -1.775 -1.198 0.02
H -3.832 -2.786 -0.073 -0.01
H -3.051 -2.134 -1.524 -0.02
H -5.895 -0.262 0.964 0.00
H -5.061 0.666 2.224 0.00
H -4.992 -1.102 2.238 -0.01
H -5.107 0.974 -1.213 0.01
H -3.533 1.084 -2.024 -0.01
H -3.940 2.224 -0.728 -0.03
```

As for the multiplicity: 2. Its charge is +1. As for the largest force on an atom: 0.80 eV/A. As for the HOMO energy (alpha / beta): -0.3650 / -0.3651 Eh. The calculation puts the frontier orbital gap (alpha / beta) at 7.6 / 5.9 eV. Its expectation value of S² is 0.756.

No. 2
Computed, not measured: one molecule with the formula C17H16O3, with wB97M-V/def2-TZVPD.

```
36
Properties=species:S:1:pos:R:3:lowdin_charge:R:1
C 4.688 0.182 -4.547 -0.06
C 5.362 -0.318 -3.273 -0.24
O 4.689 -1.424 -2.702 -0.04
C 3.543 -1.240 -2.004 -0.26
C 2.968 -0.011 -1.684 -0.01
C 1.804 0.041 -0.945 -0.01
C 1.168 -1.120 -0.500 -0.22
C 1.757 -2.348 -0.827 -0.02
C 2.917 -2.410 -1.560 0.00
H 3.371 -3.355 -1.809 0.12
H 1.287 -3.263 -0.494 0.12
C -0.052 -1.107 0.272 -0.01
C -0.754 -0.037 0.676 0.01
C -1.979 -0.210 1.460 -0.47
O -2.451 -1.266 1.806 0.11
O -2.526 1.000 1.726 0.07
C -3.676 1.130 2.486 -0.23
C -4.555 2.138 2.105 -0.01
C -5.701 2.364 2.843 -0.09
C -5.976 1.587 3.957 -0.10
C -5.095 0.589 4.333 -0.08
C -3.940 0.355 3.606 -0.01
H -3.256 -0.423 3.902 0.11
H -5.303 -0.016 5.203 0.10
H -6.874 1.762 4.530 0.10
H -6.382 3.147 2.545 0.10
H -4.324 2.732 1.234 0.12
H -0.476 0.981 0.459 0.11
H -0.441 -2.078 0.556 0.12
H 1.382 1.006 -0.712 0.11
H 3.421 0.915 -2.003 0.11
H 6.359 -0.702 -3.508 0.12
H 5.469 0.491 -2.541 0.12
H 4.621 -0.627 -5.270 0.08
H 5.272 0.992 -4.976 0.08
H 3.683 0.542 -4.341 0.07
```

As for the energy above the lowest of the compared OMol25 structures with the same formula, charge and spin: 112.2 kJ/mol. As for the structure (SMILES): CCOc1ccc(/C=C/C(=O)Oc2ccccc2)cc1. As for the largest force on an atom: 0.85 eV/A. As for the HOMO energy: -0.3041 Eh. The calculation puts the frontier orbital gap at 8.3 eV.

No. 3
Computed, not measured: one molecule with the formula C5H7NO at a distorted geometry, with wB97M-V/def2-TZVPD.

```
14
Properties=species:S:1:pos:R:3:lowdin_charge:R:1
C -1.976 -0.162 0.264 -0.04
C -0.500 0.311 -0.098 -0.20
N 0.020 -0.813 0.759 0.01
C 0.715 0.400 0.836 -0.24
C 1.746 0.382 -0.270 -0.05
C 0.551 0.300 -1.268 -0.31
O 0.537 0.243 -2.465 0.11
H -2.605 0.007 -0.591 0.05
H -2.289 0.371 1.163 0.08
H -2.090 -1.242 0.546 0.08
H 0.329 -1.524 0.114 0.11
H 0.771 0.901 1.794 0.14
H 2.415 -0.494 -0.224 0.12
H 2.351 1.279 -0.389 0.11
```

As for the energy above the lowest of the compared OMol25 structures with the same formula, charge and spin: 372.1 kJ/mol. As for the structure (SMILES): C[C@]12N[C@H]1CC2=O. As for the largest force on an atom: 2.38 eV/A. As for the HOMO energy: -0.3385 Eh. The calculation puts the frontier orbital gap at 10.2 eV.